[1]
The following is a DFT calculation (wB97M-V/def2-TZVPD) of a structure of composition C24H33ClI2P2SbV at a distorted geometry.

The geometry in XYZ format:
```
64
Properties=species:S:1:pos:R:3
I -2.1093 -2.3089 -0.5971
I -1.4769 2.6325 0.4093
V -2.2938 0.2262 -0.1233
P -2.3772 0.6219 -2.5471
C -0.8290 0.5285 -3.4909
C -3.4745 -0.5186 -3.4467
H -3.6006 -0.1449 -4.4729
H -3.1876 2.2900 -4.0741
H -4.4477 -0.5608 -2.9434
H -3.9548 2.4480 -2.4553
H -0.3769 -0.4626 -3.3673
H -3.0360 -1.5215 -3.4610
C -3.0141 2.2667 -2.9883
H -1.0579 0.7014 -4.5547
H -2.2855 3.0336 -2.7048
H -0.1192 1.2875 -3.1383
P -2.6406 -0.1476 2.2894
C -1.2088 -0.5552 3.3278
C -3.3655 1.2827 3.1536
H -4.7200 -1.3520 2.0514
H -4.0697 -1.4402 3.7256
H -3.3629 -2.4542 2.4168
C -3.8156 -1.4868 2.6566
H -4.2530 1.6267 2.6091
H -3.6488 0.9691 4.1690
H -1.5586 -0.6974 4.3639
H -0.4595 0.2459 3.2972
H -2.6360 2.0986 3.1993
H -0.7421 -1.4813 2.9703
Cl -4.5523 0.5562 -0.1979
C 2.3364 -4.8325 -0.7704
C 1.4179 -4.5288 0.2393
C 1.0250 -3.1985 0.4464
C 1.5131 -2.1743 -0.3735
C 2.4383 -2.4719 -1.3694
C 2.8424 -3.8008 -1.5736
Sb 0.6986 -0.1106 -0.1181
C 1.7957 0.2338 1.7700
C 1.7278 1.4826 2.3876
C 2.3585 1.7021 3.6206
C 3.0573 0.6611 4.2427
C 3.1337 -0.5897 3.6193
C 2.5327 -0.7914 2.3684
C 1.8392 1.3953 -1.3128
C 1.8220 2.7304 -0.9191
C 2.3679 3.7288 -1.7362
C 3.0407 3.3750 -2.9106
C 3.1245 2.0229 -3.2710
C 2.5127 1.0367 -2.4827
H 2.6567 -5.8657 -0.9280
H 0.9991 -5.3184 0.8655
H 0.3096 -2.9955 1.2462
H 2.8612 -1.6929 -1.9961
H 3.5595 -4.0296 -2.3679
H 1.1810 2.3086 1.9276
H 2.3002 2.6867 4.0886
H 3.5439 0.8263 5.2070
H 3.6680 -1.4121 4.0984
H 2.6502 -1.7581 1.8774
H 1.3611 3.0411 0.0182
H 2.2697 4.7776 -1.4457
H 3.4999 4.1453 -3.5359
H 3.6647 1.7319 -4.1756
H 2.5651 0.0017 -2.8131
```

Computed properties:
Energy relative to the best compared isomer or geometry (same formula, charge and spin)   0.000 eV
Charge   +2
HOMO level (alpha / beta)   -14.19 / -14.13 eV
E_LUMO (alpha / beta)   -0.3081 / -0.3918 Ha
Frontier orbital gap (alpha / beta)   5.807 / 3.472 eV
Multiplicity   3


[2]
The following is a DFT calculation (wB97M-V/def2-TZVPD) of a structure of composition C47H42N5NiS4 at a distorted geometry.

The geometry in XYZ format:
```
99
Properties=species:S:1:pos:R:3
Ni 0.0178 0.1692 -1.5289
S -0.9985 -0.8539 0.7123
C -0.3650 -1.1024 2.3039
N -0.8300 -0.4507 3.3982
C -0.5747 -1.0815 4.6824
C 0.8780 -1.5092 4.7517
N 1.1753 -2.4071 3.6536
C 2.0600 -3.5444 3.8930
C 1.3415 -4.7525 4.4615
C 0.4548 -5.4845 3.6729
C -0.1932 -6.5935 4.1910
C 0.0435 -6.9923 5.4995
C 0.9200 -6.2677 6.2903
C 1.5652 -5.1527 5.7738
C 0.5712 -2.1775 2.4703
S 0.8876 -3.0875 1.0693
C -1.8312 0.6019 3.3119
C -1.2281 1.9926 3.3742
C -1.4510 2.8916 2.3392
C -0.9643 4.1903 2.4048
C -0.2426 4.6024 3.5126
C 0.0133 3.7034 4.5387
C -0.4757 2.4084 4.4698
H -1.2196 -1.9586 4.8170
H -0.7875 -0.3731 5.4789
H 1.0696 -2.0306 5.6890
H 1.5210 -0.6227 4.6952
H 2.8314 -3.2141 4.5902
H 2.5291 -3.8013 2.9427
H 0.2903 -5.1917 2.6453
H -0.8724 -7.1591 3.5666
H -0.4465 -7.8712 5.8971
H 1.1085 -6.5777 7.3098
H 2.2646 -4.6032 6.3941
H -2.5396 0.4673 4.1326
H -2.3786 0.4835 2.3775
H -2.0391 2.5897 1.4824
H -1.1596 4.8759 1.5898
H 0.1152 5.6206 3.5879
H 0.5890 4.0095 5.4024
H -0.2779 1.7302 5.2902
C 1.5281 1.3977 0.8310
N 1.5155 1.5412 -0.6304
C 1.3362 2.9577 -0.9585
C 2.8058 1.0522 -1.1667
C 2.7238 -0.4254 -1.4456
C 3.8430 -1.2371 -1.6065
C 3.6970 -2.5641 -1.9828
C 2.4351 -3.0878 -2.2254
C 1.3114 -2.2829 -2.0644
C 1.4565 -0.9641 -1.6449
H 2.2967 2.0436 1.2763
H 1.7419 0.3619 1.0953
H 0.5594 1.6758 1.2458
H 2.1566 3.5672 -0.5597
H 0.4019 3.3177 -0.5256
H 1.2967 3.0923 -2.0399
H 3.6293 1.2965 -0.4853
H 2.9954 1.5597 -2.1170
H 4.8329 -0.8197 -1.4529
H 4.5717 -3.1888 -2.1103
H 2.3169 -4.1186 -2.5366
H 0.3252 -2.6915 -2.2628
S -5.0462 4.7602 -0.1292
C -5.8634 4.4460 1.3387
C -5.5836 3.2086 1.8264
C -4.6770 2.4964 1.0046
C -4.2863 3.2034 -0.1006
C -3.3815 2.7744 -1.1610
C -2.3735 1.8325 -0.8761
N -1.5428 1.3585 -1.7791
C -1.6838 1.7587 -3.0647
C -2.6393 2.7105 -3.4519
C -2.7454 3.0612 -4.8370
C -1.9732 2.4599 -5.7678
C -0.9878 1.4869 -5.3978
C -0.1624 0.8479 -6.3312
C 0.8026 -0.0455 -5.9026
C 0.8771 -0.2925 -4.5142
N 0.0887 0.2594 -3.6220
C -0.8328 1.1581 -4.0429
C 1.7311 -0.7040 -6.8127
C 1.9108 -0.4874 -8.1531
C 2.9524 -1.2615 -8.7120
C 3.5511 -2.0676 -7.7946
S 2.8634 -1.8929 -6.2404
C -3.4785 3.2363 -2.4609
H -6.5155 5.1983 1.7514
H -6.0036 2.8191 2.7415
H -4.3707 1.4774 1.1989
H -2.2496 1.4500 0.1293
H -3.4808 3.8041 -5.1176
H -2.0754 2.6997 -6.8186
H -0.3020 1.0670 -7.3820
H 1.6185 -0.9878 -4.1396
H 1.3270 0.2119 -8.7344
H 3.2496 -1.2191 -9.7489
H 4.3665 -2.7564 -7.9435
H -4.2325 3.9689 -2.7220
```

Computed properties:
Energy relative to the best compared isomer or geometry (same formula, charge and spin)   1.147 eV
Charge   +1
HOMO level (alpha / beta)   -9.50 / -9.50 eV
E_LUMO (alpha / beta)   -0.1232 / -0.1232 Ha
Frontier orbital gap (alpha / beta)   6.144 / 6.146 eV


[3]
The following is a DFT calculation (wB97M-V/def2-TZVPD) of the molecule C7H9BO3S at a distorted geometry.

The geometry in XYZ format:
```
21
Properties=species:S:1:pos:R:3
B -1.1489 -1.9768 -0.2071
C -1.7145 1.9192 0.0511
C -0.6332 2.6269 -0.2835
C -2.0442 0.5450 0.2467
C 0.7128 2.1004 -0.4915
C -1.1420 -0.4637 0.0545
C 0.7577 0.7467 -0.3854
C 2.4104 -0.6188 1.1039
O 3.1318 0.3409 -1.3728
O -0.0176 -2.6130 -0.6809
O -2.3808 -2.6782 -0.1015
S 2.0413 -0.4099 -0.6942
H -2.6465 2.5065 0.1673
H -0.5839 3.7513 -0.4263
H -3.1353 0.4685 0.4805
H 1.5142 2.8666 -0.6719
H 1.7851 -1.2895 1.5800
H 2.3235 0.4044 1.5041
H 3.4478 -0.9274 1.1093
H -0.1511 -3.6009 -0.7800
H -2.5265 -3.6980 -0.2025
```

Computed properties:
Energy relative to the best compared isomer or geometry (same formula, charge and spin)   0.000 eV
HOMO level   -8.33 eV
E_LUMO   -0.0108 Ha
Frontier orbital gap   8.037 eV


[4]
The following is a DFT calculation (wB97M-V/def2-TZVPD) of the molecule C3H10N2O.

The geometry in XYZ format:
```
16
Properties=species:S:1:pos:R:3
N 0.7434 -1.4877 -1.3292
C -0.1502 -1.7457 -0.2271
C 0.2142 -0.9405 1.0058
N 0.4184 0.4870 0.6886
C -0.6865 1.1164 -0.0238
O -0.4701 2.5168 -0.0155
H 0.5049 -1.8757 -2.2240
H 1.2559 -0.6263 -1.3498
H -0.1285 -2.8065 0.0030
H -1.1926 -1.4802 -0.4659
H -0.6161 -1.0197 1.7225
H 1.1194 -1.3026 1.4796
H 0.4792 1.0208 1.5523
H -0.7350 0.7569 -1.0534
H -1.6576 0.9492 0.4567
H 0.4862 2.6084 -0.1659
```

Computed properties:
Energy relative to the best compared isomer or geometry (same formula, charge and spin)   1.286 eV
HOMO level   -8.84 eV
SMILES   NCCNCO
E_LUMO   0.0379 Ha
Frontier orbital gap   9.871 eV